No. 1
Computed, not measured: a 2-piece molecular cluster, C10H13IO7P overall, with ωB97M-V/def2-TZVPD.

ORCA input file:
```
! wB97M-V def2-TZVPD RIJCOSX def2/J DEFGRID3
* xyz -1 1
O 1.77 -3.57 2.53
C 1.64 -2.65 1.82
I 2.61 -2.68 -0.16
C 0.91 -1.37 2.08
C -0.61 -1.48 1.74
C -0.92 -1.20 0.24
O -1.43 -2.35 -0.34
P -1.79 -3.71 0.74
O -1.10 -2.73 2.07
H 1.37 -0.57 1.49
H 1.05 -1.17 3.14
H -1.11 -0.74 2.39
H -1.67 -0.39 0.18
H 0.00 -0.92 -0.27
H -2.33 -4.45 -0.37
H -0.46 -4.24 0.48
H -2.05 -4.77 1.69
H -3.08 -3.10 1.02
C 1.63 2.25 -0.90
C 0.44 2.24 -0.28
C -0.75 3.00 -0.80
O -1.78 2.93 -0.15
C -0.60 3.78 -2.02
C 0.58 3.79 -2.64
C 1.78 3.02 -2.11
O 2.80 3.11 -2.77
O 0.84 4.46 -3.75
O 0.20 1.56 0.83
H 2.48 1.69 -0.54
H -1.46 4.32 -2.39
H 1.78 4.26 -3.96
H -0.74 1.68 1.04
*
```


No. 2
Computed, not measured: C42H66N2O3PSiTa as an isolated structure in a non-equilibrium geometry, with ωB97M-V/def2-TZVPD.

ORCA input file:
```
! wB97M-V def2-TZVPD RIJCOSX def2/J DEFGRID3
* xyz 2 1
Ta 0.44 0.06 -0.67
C -0.51 4.63 2.61
C 0.26 3.50 3.28
C 0.02 3.51 4.80
C -0.06 2.14 2.73
C -1.24 1.87 2.05
C -1.57 0.58 1.62
C -2.99 0.33 1.16
C -3.95 0.52 2.35
C -3.46 1.21 0.00
C -0.64 -0.48 1.82
C 0.55 -0.22 2.60
C 0.81 1.08 2.99
C 1.40 -1.33 3.20
C 1.12 -1.43 4.70
C 2.90 -1.14 2.98
C -1.17 -1.89 1.96
C -1.77 -2.16 3.19
C -2.19 -3.43 3.53
C -1.99 -4.48 2.64
C -1.42 -4.22 1.41
C -1.04 -2.92 1.04
P -0.44 -2.58 -0.64
C -1.88 -2.97 -1.80
C -3.01 -2.01 -1.41
C -1.52 -2.74 -3.28
C -2.40 -4.40 -1.69
C 1.09 -3.62 -0.95
C 1.44 -3.67 -2.45
C 1.00 -5.06 -0.43
C 2.21 -2.91 -0.19
H -0.10 5.60 2.92
H -1.56 4.62 2.88
H -0.43 4.57 1.52
H 1.33 3.67 3.11
H -1.02 3.25 5.02
H 0.22 4.49 5.21
H 0.66 2.79 5.31
H -1.94 2.67 1.86
H -3.07 -0.72 0.86
H -3.92 1.55 2.71
H -3.71 -0.13 3.18
H -4.97 0.30 2.04
H -3.55 2.25 0.31
H -4.44 0.88 -0.34
H -2.78 1.19 -0.85
H 1.70 1.28 3.58
H 1.10 -2.28 2.75
H 1.42 -0.51 5.21
H 1.70 -2.24 5.13
H 0.07 -1.61 4.92
H 3.27 -0.27 3.53
H 3.16 -1.01 1.93
H 3.44 -2.00 3.36
H -1.88 -1.35 3.91
H -2.64 -3.61 4.50
H -2.28 -5.49 2.90
H -1.28 -5.04 0.73
H -2.69 -0.96 -1.46
H -3.39 -2.22 -0.42
H -3.83 -2.13 -2.12
H -1.12 -1.75 -3.47
H -2.44 -2.83 -3.85
H -0.84 -3.49 -3.66
H -2.82 -4.63 -0.71
H -1.65 -5.15 -1.96
H -3.22 -4.50 -2.41
H 0.88 -4.46 -2.96
H 2.50 -3.90 -2.54
H 1.25 -2.73 -2.96
H 0.15 -5.61 -0.83
H 0.98 -5.10 0.65
H 1.90 -5.58 -0.76
H 2.52 -1.98 -0.67
H 3.09 -3.55 -0.17
H 1.93 -2.72 0.84
C -0.40 4.78 -3.49
Si -1.47 4.56 -1.99
C -1.39 6.04 -0.87
C -3.21 4.08 -2.42
C -0.75 3.05 -1.12
C -0.36 1.97 -0.69
H -0.80 5.60 -4.11
H -0.37 3.88 -4.11
H 0.62 5.05 -3.21
H -1.70 6.92 -1.44
H -0.39 6.22 -0.50
H -2.07 5.95 -0.02
H -3.60 4.74 -3.19
H -3.87 4.16 -1.55
H -3.27 3.06 -2.80
C 4.45 0.81 0.26
C 3.16 1.49 -0.11
C 2.85 2.71 0.72
O 2.02 0.54 0.02
H 5.26 1.50 -0.01
H 4.60 -0.12 -0.28
H 4.51 0.64 1.34
H 3.16 1.75 -1.17
H 2.91 2.48 1.78
H 1.87 3.12 0.49
H 3.61 3.47 0.50
C 4.23 -0.65 -4.96
N 2.90 -0.37 -4.40
C 1.85 -0.04 -5.18
C 0.60 0.20 -4.71
C 0.46 0.08 -3.32
O -0.61 0.20 -2.61
N 1.51 -0.21 -2.53
C 2.78 -0.48 -3.01
O 3.71 -0.82 -2.32
H 4.20 -0.45 -6.03
H 4.49 -1.69 -4.79
H 4.97 -0.02 -4.48
H 2.07 0.02 -6.24
H -0.23 0.46 -5.35
*
```


No. 3
Computed, not measured: an isolated ion of composition C5H12NO and charge +1 in a non-equilibrium geometry, with ωB97M-V/def2-TZVPD.

ORCA input file:
```
! wB97M-V def2-TZVPD RIJCOSX def2/J DEFGRID3
* xyz 1 1
C 1.72 0.96 -0.02
N 0.55 0.36 -0.86
C -0.08 -0.71 -0.16
C 0.86 -1.91 0.45
O -1.18 -1.09 -0.81
C -1.45 -0.33 0.29
C -1.93 1.12 0.11
H 2.19 1.54 -0.64
H 1.33 1.52 0.85
H 2.15 0.01 0.33
H 1.02 0.03 -1.63
H -0.09 1.19 -1.07
H 0.16 -2.69 0.56
H 1.17 -1.48 1.36
H 1.65 -2.14 -0.10
H -1.98 -0.85 1.10
H -1.06 1.69 0.35
H -2.77 1.55 0.76
H -2.28 1.24 -0.87
*
```

SMILES = C[NH2+][C@]1(C)O[C@@H]1C


No. 4
Computed, not measured: one molecule with the formula C4H7NO2 in a non-equilibrium geometry, with ωB97M-V/def2-TZVPD.

ORCA input file:
```
! wB97M-V def2-TZVPD RIJCOSX def2/J DEFGRID3
* xyz 0 1
H -2.64 0.50 1.59
N -2.63 0.50 0.52
C -1.53 0.11 0.03
C -0.74 -0.12 -1.20
C -0.06 -0.57 0.11
O -0.16 -1.89 0.27
O 0.77 0.10 0.89
C 1.85 0.74 0.26
H -1.11 -0.84 -1.97
H -0.38 0.68 -1.87
H 0.14 -2.10 1.09
H 2.43 1.10 1.03
H 1.62 1.70 -0.37
H 2.43 0.09 -0.37
*
```

SMILES = [H]/N=C1/C[C@@]1(O)OC


No. 5
Computed, not measured: a 2-piece molecular cluster, C3H5BrO overall in a non-equilibrium geometry, with ωB97M-V/def2-TZVPD.

ORCA input file:
```
! wB97M-V def2-TZVPD RIJCOSX def2/J DEFGRID3
* xyz 0 1
C 1.61 -0.24 -0.32
C 1.07 -1.19 0.44
C -1.45 0.97 0.47
O -1.78 2.05 -0.04
Br -2.25 -0.66 -0.11
H 1.49 0.71 -0.01
H 2.09 -0.37 -1.33
H 1.02 -2.20 0.16
H 0.57 -1.11 1.46
H -2.37 2.05 -0.72
*
```


No. 6
Computed, not measured: C14H18Cl5N5O3Pd as an isolated structure in a non-equilibrium geometry, with ωB97M-V/def2-TZVPD.

ORCA input file:
```
! wB97M-V def2-TZVPD RIJCOSX def2/J DEFGRID3
* xyz 2 1
Pd 0.61 -0.02 0.16
C 2.78 -3.64 -0.44
C 2.48 -2.63 0.59
C 2.56 -2.88 2.03
O 2.65 -1.37 0.26
C -0.60 -3.08 0.99
O -0.38 -4.22 1.05
O -0.79 -1.94 0.94
H 3.84 -3.60 -0.71
H 2.19 -3.47 -1.35
H 2.56 -4.63 -0.07
H 3.63 -2.96 2.29
H 2.09 -3.83 2.30
H 2.13 -2.06 2.60
H 3.38 -1.27 -0.39
C -4.14 1.46 -2.69
N -3.13 1.73 -1.66
C -3.48 2.69 -0.62
C -2.03 0.96 -1.52
N -1.29 0.95 -0.46
N -1.71 0.18 -2.62
C -0.59 -0.59 -2.84
N -0.52 -1.06 -4.11
N 0.29 -0.85 -1.94
H -4.94 2.18 -2.58
H -4.56 0.46 -2.57
H -3.74 1.58 -3.70
H -4.10 3.47 -1.05
H -2.59 3.17 -0.22
H -4.04 2.21 0.19
H -1.65 1.48 0.31
H -2.34 0.26 -3.40
H -1.20 -0.86 -4.81
H 0.26 -1.63 -4.39
H 1.04 -1.42 -2.28
Cl 2.07 2.12 -0.19
C 1.70 2.16 1.50
C 0.98 1.06 1.94
C 0.62 1.00 3.27
Cl -0.27 -0.36 3.82
C 0.96 2.03 4.15
Cl 0.49 1.94 5.78
C 1.68 3.14 3.68
Cl 2.09 4.40 4.74
C 2.07 3.21 2.33
Cl 2.96 4.53 1.73
*
```


| no. | total energy (eV) |
| --- | --- |
| 1 | -42301.85823 |
| 2 | -72456.17964 |
| 3 | -8907.72890 |
| 4 | -9842.65520 |
| 5 | -75277.89859 |
| 6 | -94479.04451 |